This record from OMol25 describes a structure of composition C44H51N3O2RhSSeTe in a non-equilibrium geometry. The level of theory is ωB97M-V/def2-TZVPD.

The geometry in XYZ format:
```
104
Properties=species:S:1:pos:R:3:forces:R:3:lowdin_charge:R:1
Rh -0.31860 0.50711 -0.73894 0.68 1.83 1.26 0.736
C -5.98239 1.01052 -0.56626 -0.10 -0.06 0.04 -0.062
C -4.72079 1.65237 0.01713 0.17 0.06 -0.12 -0.389
C -5.04245 3.05540 0.52885 0.04 0.00 -0.01 -0.082
C -4.12196 0.74148 1.07201 -0.19 0.09 0.04 -0.125
C -4.73155 0.69354 2.32221 -0.02 -0.06 -0.04 -0.046
C -4.34309 -0.22521 3.27954 0.00 -0.02 -0.04 -0.084
C -3.35099 -1.13953 2.97250 0.05 0.06 0.02 -0.044
C -2.69823 -1.11221 1.74420 0.07 -0.11 0.21 -0.129
C -1.70437 -2.19875 1.38972 0.02 0.10 0.03 -0.375
C -1.00403 -2.81602 2.59664 -0.05 -0.12 -0.06 -0.066
C -2.40594 -3.28842 0.57497 0.00 0.05 -0.06 -0.031
C -3.05169 -0.13068 0.81122 0.01 0.05 -0.25 -0.149
N -2.32610 0.00140 -0.40962 0.11 -0.82 -0.07 -0.034
C -2.93982 -0.31189 -1.55659 0.05 0.12 -0.21 -0.506
O -4.01356 -0.87969 -1.75064 0.15 -0.01 0.02 0.026
C -2.19084 0.27024 -2.74129 0.00 -0.17 -0.15 -0.170
C -2.76466 0.59203 -3.95758 0.11 -0.14 0.03 0.025
C -2.00603 1.29686 -4.88373 -0.01 -0.02 -0.04 -0.029
C -0.70740 1.68818 -4.58411 0.08 -0.11 0.05 0.019
C -0.17939 1.33715 -3.35622 0.09 -0.10 -0.16 -0.215
N -0.92334 0.61735 -2.51321 -0.56 0.51 -0.38 -0.107
C 1.21209 1.69994 -2.86658 -0.13 0.19 -0.09 -0.533
O 1.98051 2.25101 -3.65218 -0.08 -0.03 0.12 0.037
N 1.41130 1.34238 -1.59017 0.27 -0.49 -0.30 -0.050
C 2.75700 1.26523 -1.11390 -0.33 0.13 0.08 -0.163
C 3.69960 0.42028 -1.71814 0.11 -0.18 -0.05 -0.135
C 4.95144 0.29199 -1.12494 0.07 0.06 0.04 -0.043
C 5.28954 0.97476 0.02790 0.00 -0.03 -0.03 -0.080
C 4.36526 1.83185 0.59558 -0.01 -0.01 -0.04 -0.049
C 3.10685 1.99834 0.03095 0.14 0.04 0.09 -0.143
C 2.11755 2.93483 0.68093 -0.10 0.20 -0.07 -0.371
C 2.75717 4.08075 1.46187 -0.02 -0.01 -0.04 -0.065
C 1.18966 2.15039 1.59877 0.03 -0.26 -0.16 -0.070
C 3.45282 -0.36981 -2.98778 -0.07 0.00 -0.06 -0.397
C 3.85239 -1.84066 -2.84471 -0.04 -0.02 0.09 -0.092
C 4.20890 0.25188 -4.16565 0.01 0.04 0.01 -0.062
H -6.38246 1.63150 -1.36999 -0.03 0.05 -0.05 0.077
H -6.75136 0.92304 0.20527 -0.04 0.04 0.05 0.076
H -5.77357 0.01896 -0.96268 -0.03 0.09 0.04 0.058
H -3.98508 1.77073 -0.78261 -0.08 0.00 0.09 0.067
H -5.90114 3.05365 1.20296 -0.03 -0.01 0.03 0.067
H -5.28707 3.70509 -0.31269 -0.04 0.01 -0.03 0.078
H -4.19753 3.50041 1.04812 0.14 0.04 0.06 0.059
H -5.54668 1.37242 2.53464 -0.03 0.04 0.02 0.103
H -4.83209 -0.25098 4.24574 0.00 0.00 0.01 0.095
H -3.07973 -1.89067 3.69934 0.02 -0.04 0.05 0.096
H -0.94727 -1.76144 0.73241 -0.09 -0.03 0.15 0.040
H -1.69642 -3.40024 3.20569 -0.06 -0.01 0.04 0.075
H -0.54949 -2.05823 3.23666 0.03 0.05 0.03 0.089
H -0.21646 -3.49265 2.26181 -0.19 0.02 0.05 0.058
H -3.17989 -3.76951 1.17844 -0.03 -0.01 0.02 0.086
H -1.68698 -4.04908 0.26617 0.04 -0.03 0.00 0.066
H -2.87924 -2.87243 -0.31456 -0.02 0.01 -0.02 0.074
H -3.79050 0.30170 -4.12922 -0.03 -0.01 -0.02 0.123
H -2.43779 1.55769 -5.84102 -0.02 0.04 0.00 0.109
H -0.08596 2.26592 -5.25306 -0.02 0.00 -0.02 0.124
H 5.67994 -0.36194 -1.58378 0.05 -0.06 -0.02 0.104
H 6.26687 0.84519 0.47615 0.02 0.00 0.00 0.096
H 4.62640 2.38337 1.48795 0.02 0.02 0.01 0.099
H 1.50885 3.37697 -0.11713 0.08 -0.08 0.11 0.077
H 3.26307 3.73408 2.36442 0.02 -0.03 0.05 0.073
H 1.98122 4.78070 1.77081 -0.02 0.03 0.03 0.049
H 3.48250 4.61968 0.85173 0.02 0.02 -0.03 0.088
H 1.74967 1.60127 2.35709 0.04 -0.09 -0.03 0.092
H 0.64213 1.41779 0.97756 -0.01 -0.03 0.38 0.010
H 0.45427 2.78440 2.07867 0.11 -0.05 0.00 0.042
H 2.38348 -0.34740 -3.20020 0.10 -0.01 -0.02 0.079
H 4.93669 -1.96028 -2.85042 0.07 -0.01 0.00 0.068
H 3.45639 -2.41110 -3.68590 -0.01 -0.04 -0.06 0.078
H 3.46096 -2.27799 -1.92554 0.00 0.02 -0.02 0.050
H 5.28408 0.22767 -3.97343 0.05 -0.02 -0.01 0.074
H 3.90564 1.28331 -4.32795 -0.01 -0.01 0.02 0.062
H 4.01834 -0.31739 -5.07743 -0.01 -0.03 -0.05 0.077
Te -1.26531 3.25920 -0.83680 -0.26 -0.50 -0.21 1.008
C -1.05675 4.42121 0.89133 0.04 -0.13 0.09 -1.033
C -1.31364 4.12833 2.20360 -0.31 0.25 -0.04 -0.286
C -1.01482 5.20020 3.09059 0.00 -0.04 -0.09 -0.203
C -0.53682 6.29726 2.44108 0.01 -0.02 -0.03 -0.445
S -0.42962 6.01417 0.75542 0.00 0.06 -0.01 0.901
H -1.72447 3.18119 2.52028 -0.03 -0.08 0.01 0.102
H -1.15227 5.15230 4.15989 -0.03 0.01 0.07 0.094
H -0.25435 7.24752 2.85950 0.03 0.07 0.05 0.053
C 2.72024 -5.90066 2.77184 -0.01 -0.02 0.01 -0.059
C 2.19784 -4.85832 1.82198 0.05 0.05 0.03 -0.284
C 2.28974 -3.50758 2.11330 0.09 -0.07 -0.05 -0.035
C 1.82232 -2.53185 1.24004 0.18 0.01 -0.07 -0.315
C 1.92199 -1.09704 1.62420 -0.10 0.15 0.00 -0.065
C 1.24697 -2.90787 0.02693 -0.15 -0.19 -0.16 -0.499
Se 0.67141 -1.68395 -1.33452 -0.16 -0.19 -0.24 0.878
C 1.14855 -4.27574 -0.29215 0.01 0.03 0.04 -0.313
C 0.55237 -4.75112 -1.58673 -0.03 0.01 -0.03 -0.105
C 1.62138 -5.21849 0.61213 -0.01 0.01 -0.01 -0.024
H 2.88972 -5.47855 3.76173 0.00 0.01 0.03 0.070
H 3.66765 -6.31552 2.42188 0.03 -0.01 -0.02 0.076
H 2.01929 -6.73025 2.87238 -0.02 -0.02 0.01 0.074
H 2.72713 -3.19492 3.05449 0.01 0.03 0.06 0.115
H 2.33720 -0.98204 2.62478 0.05 0.01 0.03 0.087
H 0.92786 -0.63886 1.62502 0.04 -0.02 0.04 0.050
H 2.53895 -0.53816 0.91746 0.00 0.03 -0.03 0.072
H -0.45815 -4.35981 -1.71859 0.00 0.00 -0.01 0.054
H 0.52287 -5.84075 -1.61239 -0.01 -0.01 0.00 0.072
H 1.13125 -4.39930 -2.44325 0.01 0.00 0.00 0.065
H 1.53280 -6.26918 0.35783 -0.01 -0.05 -0.01 0.112
```
Positions in Å, forces in eV/Å.

LUMO (spin up / spin down): 1.69 / 1.69 eV
highest occupied orbital energy (spin up / spin down): -4.55 / -4.55 eV
net charge: -1
relative energy (zero: lowest compared OMol25 entry of this formula, charge and spin): 11.4 kJ/mol

---

This record from OMol25 describes a structure of composition C27H23N4O2PSSn in a non-equilibrium geometry. The level of theory is ωB97M-V/def2-TZVPD.

The geometry in XYZ format:
```
59
Properties=species:S:1:pos:R:3:forces:R:3:lowdin_charge:R:1
Sn 1.10719 1.40822 0.37916 1.81 0.42 0.83 1.122
N 3.27160 0.51790 4.10968 -0.33 0.60 -0.40 0.104
C 2.33326 0.80670 3.16875 -0.35 -1.85 1.60 -0.797
S 2.67123 2.20722 2.16184 -0.50 -0.59 -0.88 0.735
N 1.25611 0.00166 3.17871 0.12 1.21 -1.29 0.026
N 0.37278 0.40500 2.20530 -2.87 0.73 -0.07 -0.128
C -0.98601 0.40952 2.29591 3.02 -1.43 1.61 -0.110
C -1.73632 -0.37243 3.31608 0.11 -0.21 -0.36 -0.165
C -2.89631 -1.09809 2.91365 0.20 -0.05 0.83 -0.042
C -3.59441 -1.85930 3.84276 0.96 0.82 1.53 -0.034
C -3.18295 -1.86560 5.20442 1.22 0.90 -1.72 -0.021
C -2.01970 -1.18137 5.58147 -0.35 0.41 0.53 -0.044
C -1.27936 -0.45736 4.64191 -0.52 0.16 0.18 -0.020
C -1.68399 1.26858 1.35419 -0.80 0.39 -1.07 -0.150
C -3.08918 1.51960 1.44079 2.06 -0.10 1.42 0.036
C -3.63829 2.29200 0.45674 -1.42 0.40 -1.76 -0.001
C -2.89225 2.77174 -0.62807 0.77 0.29 0.74 0.024
C -1.51399 2.61419 -0.55869 0.26 0.15 -0.76 -0.052
N -0.90236 1.86191 0.38293 -2.91 -0.13 0.43 -0.036
H 4.00970 1.20610 4.18412 0.08 -0.40 0.34 0.096
H 3.09838 -0.12790 4.89621 -0.01 0.58 -0.92 0.144
H -3.29106 -1.07240 1.90968 0.25 0.10 -0.20 0.111
H -4.51679 -2.33779 3.61421 -0.41 -0.41 -0.48 0.106
H -3.75428 -2.35980 5.93682 -0.64 -0.58 0.70 0.101
H -1.76103 -1.07226 6.66053 -0.11 -0.40 -1.05 0.131
H -0.43657 0.14207 4.98973 -0.23 -0.31 -0.29 0.111
H -3.64438 1.25278 2.37317 0.55 -0.03 -1.23 0.155
H -4.72175 2.45843 0.43055 0.43 0.09 0.29 0.142
H -3.27541 3.39543 -1.44471 -0.13 -0.44 0.52 0.142
H -0.86655 3.09727 -1.30582 -0.42 -0.22 0.49 0.108
O 0.57177 3.52288 -2.76625 -0.44 0.35 -0.42 0.116
C 1.28886 2.87081 -2.06751 0.64 0.54 -0.23 -0.704
O 1.42715 3.09126 -0.76451 -0.16 -0.81 0.30 -0.204
C 2.12892 1.73565 -2.62529 0.37 0.12 -0.04 -0.204
P 1.53919 0.19078 -1.89922 -0.12 0.20 -0.78 1.031
C 2.80584 -1.05572 -2.07059 -0.76 -0.34 1.17 -0.376
C 2.72907 -1.81565 -3.22592 0.25 0.00 0.41 -0.065
C 3.59424 -2.90245 -3.36359 -0.32 0.36 0.34 -0.031
C 4.48359 -3.22658 -2.35336 0.13 1.25 0.96 -0.015
C 4.53176 -2.42717 -1.18187 1.24 -0.59 0.21 -0.054
C 3.66130 -1.38536 -1.00184 -0.25 1.25 0.22 -0.093
C 0.03710 -0.20703 -2.84935 0.11 0.90 0.39 -0.363
C -0.58324 0.72534 -3.70470 -0.48 -1.14 0.33 -0.040
C -1.87557 0.42723 -4.16273 0.64 -0.18 0.41 -0.039
C -2.57241 -0.69237 -3.73668 0.76 -1.02 0.73 -0.023
C -1.90882 -1.66101 -2.93846 -0.55 1.54 -1.29 -0.042
C -0.62257 -1.37981 -2.54114 0.16 -2.26 2.32 -0.118
H 3.16016 1.86315 -2.26857 -0.12 0.00 -0.24 0.126
H 2.08819 1.69117 -3.73016 0.09 0.04 0.61 0.135
H 1.96195 -1.51685 -3.93129 0.31 -0.49 -0.41 0.112
H 3.52643 -3.47694 -4.24903 0.11 -0.58 -0.73 0.110
H 5.21547 -4.01387 -2.41758 -0.13 -0.28 -0.32 0.120
H 5.34196 -2.57747 -0.42843 -0.95 -0.20 -0.66 0.135
H 3.68521 -0.74567 -0.07713 0.04 -0.79 -0.95 0.114
H -0.11239 1.63930 -3.99423 0.16 0.38 -0.17 0.093
H -2.32204 1.06947 -4.87637 -0.44 0.71 -0.42 0.110
H -3.61086 -0.85854 -3.98437 0.02 0.09 -0.33 0.119
H -2.40069 -2.58039 -2.68830 -0.07 -0.22 0.25 0.113
H -0.20689 -2.13617 -1.79356 -0.07 1.13 -1.21 0.145
```
Positions in Å, forces in eV/Å.

LUMO: -7.56 eV
highest occupied orbital energy: -14.15 eV
net charge: +2
relative energy (zero: lowest compared OMol25 entry of this formula, charge and spin): 0.0 kJ/mol